one.
{"formula": "C5H10N2S", "method": "the ωB97M-V functional and the def2-TZVPD basis", "elements": ["H", "N", "N", "C", "C", "C", "S", "C", "C", "H", "H", "H", "H", "H", "H", "H", "H", "H"], "coordinates": [[-3.59, -0.14, 1.24], [-2.82, -0.09, 0.54], [-1.65, -0.54, 0.82], [-0.61, -0.37, -0.10], [0.35, -1.66, 0.09], [1.71, -1.16, -0.38], [1.97, 0.30, 0.69], [0.31, 0.93, 0.52], [0.26, 2.10, -0.52], [-1.01, -0.31, -1.08], [-0.04, -2.57, -0.49], [0.29, -1.88, 1.08], [2.52, -1.88, -0.18], [1.76, -0.89, -1.44], [-0.19, 1.16, 1.41], [0.83, 1.76, -1.50], [0.76, 2.99, 0.01], [-0.86, 2.24, -0.69]], "lowdin_charge": [0.064, 0.072, -0.080, -0.322, -0.210, -0.462, 0.864, -0.580, -0.143, 0.113, 0.136, 0.055, 0.078, 0.078, 0.063, 0.105, 0.088, 0.081], "mol_weight_g_mol": 130.22, "gap_ev": 9.230, "e_homo_ha": -0.3179}

=====

two.
{"formula": "C5H10N2S", "method": "the ωB97M-V functional and the def2-TZVPD basis", "elements": ["N", "C", "C", "S", "C", "C", "C", "N", "H", "H", "H", "H", "H", "H", "H", "H", "H", "H"], "coordinates": [[-1.86, -0.43, -0.57], [-0.83, -0.36, 0.45], [0.06, -1.67, 0.34], [1.72, -1.24, -0.45], [0.90, 0.18, -1.09], [0.61, 1.68, -0.87], [0.20, 0.73, 0.18], [0.95, 0.92, 1.39], [-2.44, -1.26, -0.39], [-2.45, 0.38, -0.47], [-1.20, -0.28, 1.49], [0.26, -2.14, 1.31], [-0.42, -2.42, -0.27], [0.16, -0.14, -1.80], [1.33, 2.44, -0.57], [-0.07, 2.07, -1.61], [1.73, 1.53, 1.23], [1.34, 0.03, 1.69]], "lowdin_charge": [0.043, -0.380, -0.349, 0.864, -0.513, -0.028, -0.534, 0.070, 0.087, 0.080, 0.139, 0.066, 0.063, 0.072, 0.102, 0.101, 0.067, 0.051], "mol_weight_g_mol": 130.22, "gap_ev": 9.337, "e_homo_ha": -0.3082}

=====

If we sort the structures by their calculated energies, the order from most to least stable is one, two.